# 1
{"formula": "C15H25AsCl2N8O5Ru", "method": "ωB97M-V/def2-TZVPD", "orbital_gap_ev": [7.5, 6.5], "multiplicity": 6, "e_lumo_ev": [-2.85, -4.22], "homo_ev": [-10.32, -10.71], "de_lowest_ev": 0.238, "e_tot_ha": -4651.64502, "total_charge": 1, "s2": 8.761, "species": ["Ru", "N", "C", "C", "C", "O", "O", "H", "H", "H", "H", "H", "H", "N", "C", "N", "C", "N", "N", "C", "N", "C", "C", "C", "C", "C", "N", "H", "H", "H", "H", "H", "H", "H", "H", "C", "As", "C", "C", "O", "H", "H", "H", "H", "H", "H", "H", "H", "H", "O", "N", "O", "Cl", "C", "Cl", "H", "H"], "positions_angstrom": [[0.4100, -0.7842, -0.3387], [1.4771, -2.3793, -1.7133], [1.3248, -2.1323, -3.1673], [-0.1392, -2.1551, -3.5908], [-0.9292, -1.0034, -2.9679], [-1.1246, 0.0090, -3.6216], [-1.3141, -1.1824, -1.7357], [2.4610, -2.4465, -1.4707], [1.0690, -3.2824, -1.4869], [1.8831, -2.8738, -3.7436], [1.7553, -1.1528, -3.3865], [-0.5849, -3.1157, -3.3171], [-0.1843, -2.0543, -4.6738], [3.3126, -1.8609, 1.0725], [3.5382, -0.5884, 0.6807], [4.7421, -0.0753, 0.8876], [4.9052, 1.1773, 0.4508], [6.1053, 1.7385, 0.6055], [3.9452, 1.9339, -0.1265], [2.7922, 1.3271, -0.2772], [2.5237, 0.0657, 0.0772], [1.6712, 2.0789, -0.9034], [1.8380, 3.3611, -1.3849], [0.7477, 3.9882, -1.9763], [-0.4539, 3.3128, -2.0640], [-0.5394, 2.0255, -1.5517], [0.5018, 1.4263, -0.9777], [4.0123, -2.2652, 1.6744], [2.3566, -2.1367, 1.2446], [6.8516, 1.2107, 1.0213], [6.2564, 2.6791, 0.2885], [2.8015, 3.8402, -1.2976], [0.8447, 4.9915, -2.3689], [-1.3203, 3.7590, -2.5302], [-1.4463, 1.4422, -1.6226], [-2.1753, -4.0655, -0.4692], [-2.0257, -2.7639, 0.9227], [-2.3530, -3.6130, 2.6046], [-3.3576, -1.4285, 0.6338], [-0.4583, -2.1498, 1.0012], [-3.1828, -4.4805, -0.4659], [-1.4510, -4.8615, -0.3082], [-1.9918, -3.5433, -1.4057], [-3.3341, -4.0853, 2.6065], [-2.3037, -2.8596, 3.3884], [-1.5804, -4.3603, 2.7727], [-4.3277, -1.9221, 0.5864], [-3.1280, -0.9306, -0.3070], [-3.3415, -0.7202, 1.4590], [-1.0859, 3.0686, 1.5104], [-1.2233, 1.9505, 1.8629], [-1.5511, 0.9461, 1.3109], [3.0904, -1.8473, 4.6321], [2.4833, -0.2059, 4.3850], [1.1258, -0.1672, 3.2418], [3.2858, 0.4006, 3.9828], [2.1326, 0.1750, 5.3359]], "atomic_forces_ev_per_a": [[-0.1, -0.2, -0.1], [0.1, 0.0, -0.1], [0.0, 0.0, 0.0], [0.0, 0.0, 0.0], [-0.1, -0.1, -0.1], [0.0, 0.0, 0.0], [0.1, 0.1, 0.0], [0.0, 0.0, 0.0], [0.0, 0.0, 0.0], [0.0, 0.0, 0.0], [0.0, 0.0, 0.0], [0.0, 0.0, 0.0], [0.0, 0.0, 0.0], [0.0, 0.0, 0.0], [0.0, 0.0, 0.0], [0.0, 0.0, 0.0], [0.0, 0.0, 0.0], [0.0, 0.0, 0.0], [0.0, 0.0, 0.0], [0.0, 0.0, 0.0], [0.0, 0.1, 0.0], [0.0, 0.0, 0.0], [0.0, 0.0, 0.0], [0.0, 0.0, 0.0], [0.0, 0.0, 0.0], [0.0, 0.0, 0.0], [0.0, 0.0, 0.0], [0.0, 0.0, 0.0], [0.0, 0.0, 0.0], [0.0, 0.0, 0.0], [0.0, 0.0, 0.0], [0.0, 0.0, 0.0], [0.0, 0.0, 0.0], [0.0, 0.0, 0.0], [0.0, 0.0, 0.0], [0.0, 0.0, 0.0], [0.0, 0.0, 0.0], [0.0, 0.0, 0.0], [0.0, 0.0, 0.0], [0.1, 0.1, 0.0], [0.0, 0.0, 0.0], [0.0, 0.0, 0.0], [0.0, 0.0, 0.0], [0.0, 0.0, 0.0], [0.0, 0.0, 0.0], [0.0, 0.0, 0.0], [0.0, 0.0, 0.0], [0.0, 0.0, 0.0], [0.0, -0.1, 0.0], [0.0, 0.0, 0.0], [0.0, 0.0, 0.0], [0.0, 0.1, 0.0], [0.0, 0.0, 0.0], [0.0, 0.0, 0.0], [0.0, 0.0, 0.0], [0.0, 0.0, 0.0], [0.0, 0.0, 0.0]], "nbo_charge": [1.351, -0.859, -0.210, -0.524, 0.776, -0.652, -0.890, 0.390, 0.382, 0.195, 0.204, 0.201, 0.246, -0.781, 0.618, -0.571, 0.605, -0.746, -0.541, 0.466, -0.650, 0.130, -0.196, -0.138, -0.211, 0.080, -0.519, 0.420, 0.413, 0.418, 0.418, 0.252, 0.235, 0.241, 0.248, -1.002, 1.999, -0.993, -1.003, -1.192, 0.255, 0.249, 0.278, 0.253, 0.259, 0.258, 0.252, 0.295, 0.257, -0.228, 0.548, -0.302, -0.019, -0.390, -0.036, 0.226, 0.235]}

***

# 2
{"formula": "C15H25BrN2O4", "method": "ωB97M-V/def2-TZVPD", "orbital_gap_ev": 10.1, "smiles": "CC(=O)OCCCCCC[C@@]1(N(C)C(C)=O)C[C@@H](Br)C(=O)N1", "e_lumo_ev": 0.40, "homo_ev": -9.75, "de_lowest_ev": 0.000, "e_tot_ha": -3571.04196, "total_charge": 0, "species": ["C", "C", "O", "O", "C", "C", "C", "C", "C", "C", "C", "N", "C", "C", "C", "O", "C", "C", "Br", "C", "O", "N", "H", "H", "H", "H", "H", "H", "H", "H", "H", "H", "H", "H", "H", "H", "H", "H", "H", "H", "H", "H", "H", "H", "H", "H", "H"], "positions_angstrom": [[3.1171, 0.6096, 1.8330], [3.5076, -0.2641, 0.6785], [4.0172, 0.1900, -0.3348], [3.3210, -1.6058, 0.8140], [2.0108, -2.0097, 1.2381], [1.3225, -2.8115, 0.1540], [1.3379, -2.1373, -1.2314], [-0.0354, -2.0333, -1.8871], [-0.6654, -0.6574, -1.7045], [-0.9270, -0.4180, -0.2220], [-1.6448, 0.8650, 0.1753], [-1.0887, 2.1499, -0.2428], [-1.3290, 2.4912, -1.6447], [0.2696, 2.3838, 0.1865], [1.4355, 2.0884, -0.7333], [0.4745, 2.8547, 1.3002], [-3.1606, 0.8226, -0.0250], [-3.6747, -0.1026, 1.0480], [-4.0315, -1.9107, 0.4293], [-2.5635, -0.0291, 2.1257], [-2.5737, -0.6586, 3.1589], [-1.5523, 0.8512, 1.6781], [2.0641, 0.8727, 1.7757], [3.2897, 0.1395, 2.7936], [3.6822, 1.5273, 1.7949], [2.1283, -2.6280, 2.1221], [1.4154, -1.1562, 1.5449], [1.8180, -3.7727, 0.1207], [0.3022, -2.9393, 0.5018], [2.0095, -2.7092, -1.8575], [1.8007, -1.1591, -1.1330], [0.0288, -2.2569, -2.9470], [-0.6908, -2.7827, -1.4520], [-0.0011, 0.0812, -2.1300], [-1.6132, -0.6694, -2.2394], [-1.4934, -1.2722, 0.1273], [0.0125, -0.4493, 0.3206], [-2.3515, 2.2842, -1.9243], [-0.6786, 1.9942, -2.3575], [-1.1807, 3.5587, -1.7656], [2.3303, 2.4565, -0.2562], [1.5586, 1.0238, -0.8883], [1.3126, 2.5879, -1.6843], [-3.5437, 0.7219, -1.0322], [-3.4624, 1.8314, 0.2639], [-4.5986, 0.2601, 1.4689], [-1.7059, 1.7875, 2.0388]], "atomic_forces_ev_per_a": [[-0.1, 0.0, 0.2], [1.0, 0.5, -1.3], [-0.6, -0.8, 1.4], [-0.1, 0.5, -0.4], [0.1, -0.3, 0.4], [0.2, 0.6, 0.1], [0.1, -0.4, 0.4], [0.2, 0.2, -0.1], [-0.4, -0.7, 0.3], [0.5, 0.3, -0.9], [-0.1, 0.1, 1.6], [0.4, -0.4, -0.6], [0.2, 0.3, 0.0], [0.3, 0.8, 1.5], [-0.4, 0.4, 0.4], [-0.5, -0.9, -1.4], [0.0, 1.0, -0.2], [0.4, -0.1, -0.2], [-0.1, 0.0, 0.1], [-0.3, -1.1, 0.7], [0.0, 1.0, -0.9], [-0.4, -0.4, -0.3], [-0.1, 0.1, 0.0], [0.0, -0.3, 0.1], [0.1, 0.2, -0.2], [0.1, -0.1, 0.2], [0.0, 0.2, -0.1], [-0.1, -0.4, -0.1], [-0.2, -0.3, 0.0], [0.2, 0.0, -0.2], [0.0, 0.2, -0.2], [0.1, 0.0, -0.2], [-0.2, -0.2, 0.0], [0.0, 0.3, -0.2], [-0.1, 0.3, -0.2], [-0.2, -0.1, 0.3], [0.2, 0.1, 0.1], [-0.2, -0.1, 0.1], [0.0, -0.2, -0.1], [0.0, 0.2, 0.0], [0.2, 0.1, 0.1], [-0.1, -0.2, -0.2], [0.0, 0.0, -0.3], [0.0, -0.7, -0.2], [-0.2, 0.1, 0.1], [-0.3, -0.1, 0.2], [0.4, 0.1, 0.2]], "nbo_charge": [-0.756, 0.807, -0.575, -0.529, -0.068, -0.423, -0.406, -0.391, -0.398, -0.469, 0.338, -0.538, -0.413, 0.730, -0.741, -0.539, -0.461, -0.358, 0.022, 0.678, -0.510, -0.685, 0.252, 0.236, 0.249, 0.192, 0.179, 0.215, 0.209, 0.223, 0.198, 0.210, 0.197, 0.197, 0.206, 0.234, 0.215, 0.211, 0.186, 0.210, 0.254, 0.241, 0.235, 0.235, 0.229, 0.254, 0.417]}